1.
Entry from the Open Molecules 2025 dataset: a single C3H7N molecule at a distorted geometry (the ωB97M-V functional and the def2-TZVPD basis).

* structure (SMILES): C=NCC
* calculated total energy: -173.16503 Eh
* relative energy (zero: lowest compared OMol25 entry of this formula, charge and spin): 202.3 kJ/mol
* LUMO level: 1.2 eV

Cartesian coordinates (Å):
1 C 0.511 -1.820 -1.140
2 N 0.942 -0.679 -0.959
3 C 0.148 -0.030 0.522
4 C -0.106 1.431 0.498
5 H 1.013 -2.512 -1.808
6 H -0.149 -2.460 -0.561
7 H -0.674 -0.785 0.545
8 H 0.971 -0.359 1.263
9 H 0.878 2.091 0.458
10 H -0.782 1.888 -0.331
11 H -0.469 1.590 1.463

Atomic forces in eV per Å
C 0.688 -2.683 -0.203
N -1.330 2.971 3.100
C 2.970 -3.371 -2.759
C 1.614 2.014 -2.334
H 0.250 0.394 -1.027
H -0.882 0.621 0.727
H 0.175 1.239 0.414
H -1.490 0.804 -0.976
H -1.760 -1.683 -0.051
H 0.924 -1.261 1.553
H -1.160 0.953 1.556

=====

2.
Entry from the Open Molecules 2025 dataset: a single C3H7N molecule at a distorted geometry (the ωB97M-V functional and the def2-TZVPD basis).

* structure (SMILES): C1CNC1
* calculated total energy: -173.14993 Eh
* relative energy (zero: lowest compared OMol25 entry of this formula, charge and spin): 241.9 kJ/mol
* LUMO level: 1.2 eV

Cartesian coordinates (Å):
1 C 0.426 0.181 0.916
2 C 0.546 0.739 -0.511
3 N -0.246 -0.291 -1.230
4 C -0.552 -0.850 0.291
5 H -0.135 0.562 1.735
6 H 1.221 -0.407 1.339
7 H 1.682 0.908 -0.862
8 H 0.290 1.876 -0.690
9 H -1.210 -0.031 -1.762
10 H -1.754 -0.738 0.417
11 H -0.268 -1.949 0.357

Atomic forces in eV per Å
C -1.811 -2.228 -1.137
C 2.439 4.250 -1.367
N -2.163 -0.526 1.812
C -2.558 -1.167 -3.102
H 0.009 1.634 0.414
H 0.906 0.309 -0.158
H -2.158 -1.283 0.530
H -0.466 -2.080 0.661
H 3.229 -0.146 1.976
H 3.034 -0.173 0.368
H -0.460 1.410 0.002